ORCA calculation (ωB97M-V with the def2-TZVPD basis set) on a molecular structure, C21H25CdCl3GeN7S2.

The calculation puts the largest force on an atom at 0.97 eV Å⁻¹. The relative energy (zero: lowest compared OMol25 entry of this formula, charge and spin) is 0.191 eV. As for the expectation value of S²: 0.76. The calculation puts the gap between HOMO and LUMO (alpha / beta) at 7.9 / 5.4 eV. The multiplicity is 2.

XYZ file:
```
60
Properties=species:S:1:pos:R:3:forces:R:3:lowdin_spin:R:1
Cd 0.69297 0.37451 0.16137 -0.482 -0.161 -0.413 0.004
Ge 2.35393 -1.08468 2.95459 -0.110 -0.179 0.057 0.002
Cl 3.39036 -0.36701 0.94604 0.443 -0.102 0.069 0.002
Cl 3.74736 -0.07922 4.34853 0.116 0.097 0.091 0.001
Cl 0.94682 0.86930 2.65014 -0.095 0.250 0.562 0.001
S 0.85252 -2.25598 -0.05194 -0.240 0.315 -0.184 0.231
S -1.63672 -1.89360 -1.45925 0.090 0.232 0.000 0.665
N -1.81299 -0.84045 1.83516 0.063 0.046 0.091 -0.001
N -1.04462 2.25569 0.41365 -0.163 0.049 0.094 0.000
N 1.79673 2.48081 -0.02883 0.314 0.283 -0.059 0.000
N 1.31356 -5.89900 -0.20011 -0.049 0.045 -0.028 0.004
N 2.09969 0.25228 -1.85694 0.343 -0.024 -0.282 0.002
N -2.28529 -5.33982 -2.70190 0.014 0.080 0.060 0.007
N -0.53381 0.99591 -1.88625 0.031 0.069 -0.115 0.011
C -0.69563 -1.83943 5.21651 -0.045 -0.043 0.027 0.000
C -0.66013 1.01938 -4.25376 -0.052 -0.006 -0.006 0.000
C 0.51960 -5.19595 -0.64900 0.284 -0.183 0.110 0.004
C -1.16529 -2.99967 2.74764 -0.041 0.059 -0.060 0.000
C -0.41152 -3.18487 5.02433 0.006 -0.030 0.067 0.000
C 2.24083 2.68470 -1.40900 0.078 -0.181 -0.022 0.000
C -1.41758 -1.64074 2.92490 0.041 -0.098 0.130 0.000
C -0.46614 -4.33074 -1.19225 -0.043 0.523 0.132 0.007
C -1.21737 -1.07680 4.18519 0.003 -0.015 -0.150 0.000
C -1.47454 -4.89354 -2.01529 -0.290 -0.137 -0.210 0.015
C -2.19636 1.92147 -0.41449 0.084 -0.030 -0.051 0.000
C 2.96983 1.43208 -1.89749 -0.196 0.183 0.049 0.000
C -0.42730 3.53560 0.05367 0.227 -0.081 0.100 0.000
C -1.90932 1.61201 -4.18530 0.031 -0.031 0.037 0.001
C -0.67184 -3.76486 3.79198 -0.013 0.026 0.003 0.000
C -0.43528 -2.97801 -0.93065 0.163 -0.957 0.016 0.040
C -0.00177 0.71335 -3.06996 -0.021 0.024 -0.080 0.003
C -2.45041 1.91348 -2.94369 -0.007 -0.062 0.023 0.000
C 1.02313 3.58614 0.53466 -0.249 0.023 -0.113 0.000
C 1.33085 0.00030 -3.06737 -0.048 0.001 0.066 0.000
C -1.71905 1.59515 -1.81190 -0.070 0.112 -0.072 0.003
H -0.51294 -1.37963 6.17942 -0.023 0.004 0.004 0.000
H -0.97960 4.38636 0.46799 0.006 0.009 -0.051 0.000
H -1.45370 -0.03261 4.34560 0.078 0.053 -0.005 0.000
H -0.00954 -3.77840 5.83439 0.006 0.000 -0.003 0.000
H -0.20553 0.78947 -5.20801 0.030 -0.010 0.009 0.000
H 2.65218 -0.56586 -1.62978 -0.058 -0.031 0.059 0.000
H 1.45425 4.55814 0.26581 -0.006 -0.003 0.040 0.000
H 1.88984 0.27246 -3.97068 -0.034 -0.032 -0.013 0.000
H -1.29114 2.26001 1.39634 0.011 -0.112 0.011 0.000
H 3.36201 1.60655 -2.90617 0.013 0.007 0.025 0.000
H -3.41877 2.38738 -2.85486 0.017 0.039 0.015 0.000
H 1.04227 3.49339 1.62083 0.058 -0.015 -0.006 0.000
H -2.45257 1.85266 -5.08944 0.006 -0.004 -0.010 0.000
H 3.81156 1.24973 -1.22925 0.041 -0.056 -0.060 0.000
H 2.60886 2.30684 0.55800 -0.025 -0.051 0.029 0.000
H -2.67373 1.02603 -0.00766 -0.037 0.058 0.076 0.000
H -2.38700 -0.05840 2.11273 -0.121 -0.056 -0.007 0.000
H 1.11744 -1.07161 -3.12058 0.032 0.001 0.026 -0.001
H -0.45035 3.62853 -1.03357 -0.053 0.025 0.002 0.000
H -1.36638 -3.45880 1.78679 0.046 -0.009 -0.027 0.000
H -2.94243 2.72423 -0.46128 -0.018 -0.051 -0.006 0.000
H -2.22031 -1.36787 1.07566 -0.108 0.032 -0.010 0.000
H 2.90950 3.54949 -1.49861 -0.040 0.004 -0.016 0.000
H -0.49480 -4.82135 3.63891 0.049 0.007 -0.028 0.000
H 1.36566 2.86551 -2.03556 0.013 0.092 0.008 0.000
```
Positions in Å, forces in eV/Å.

***

ORCA calculation (ωB97M-V with the def2-TZVPD basis set) on 2 unconnected molecules or ions with the total composition C21H25Cl2N5O3S.

The calculation puts the largest force on an atom at 2.20 eV Å⁻¹. The calculation puts the gap between HOMO and LUMO at 8.7 eV. Its SMILES is N#CCC(=O)Nc1nc(-c2ccc(Cl)c(Cl)c2)cs1.CC[C@H](C)[C@H](NC(C)=O)C(=O)NC. The multiplicity is 1.

XYZ file:
```
57
Properties=species:S:1:pos:R:3:forces:R:3:mulliken_charge:R:1
Cl 5.70710 0.45065 -0.82883 -0.394 0.257 -0.195 -0.203
Cl 2.87632 -1.01290 -0.71615 0.016 0.431 -0.226 -0.178
S -0.83452 4.81796 -4.19064 -0.127 -1.067 0.495 -0.070
O -1.62313 0.13888 1.13654 0.236 -0.093 0.301 -0.714
O -3.78219 4.42212 -4.48781 0.179 -0.587 0.487 -0.583
O -2.02834 -3.01190 4.38628 0.236 0.179 -0.238 -0.642
N -2.65714 2.74804 -3.46349 -2.016 0.191 -0.185 -0.091
N -0.46930 2.50916 -3.03024 0.957 0.785 -0.132 -0.439
N -6.85620 4.31786 -2.49232 1.429 -1.368 -0.960 -0.383
N -0.92578 -3.03976 2.41942 0.713 1.046 -1.104 0.098
N -0.87249 -1.49024 -0.13566 0.760 -1.000 -1.001 0.040
C 2.86754 -1.95600 4.31762 -0.506 0.183 -0.114 -1.360
C 1.35626 -1.91721 4.04976 0.144 -0.131 -0.378 -0.486
C -1.97539 -5.06763 3.20749 0.028 0.085 -0.015 -1.300
C 1.90525 1.20942 -1.95641 0.227 0.100 -0.014 -0.632
C 4.37914 2.47996 -2.05968 -0.495 -0.022 -0.091 -0.729
C -0.19372 -2.73141 -0.51064 -0.278 0.366 0.231 -1.176
C 0.76943 4.36264 -3.69877 -0.284 -0.680 0.313 -0.578
C -0.55034 -1.61341 2.37258 0.494 -0.403 -0.021 -0.222
C -3.81715 3.36231 -3.88319 0.680 1.423 -1.094 0.512
C 3.25041 3.11012 -2.59036 0.063 -0.552 0.277 -0.625
C 0.77896 3.12644 -3.09830 -0.483 0.702 -0.459 -0.327
C 1.39218 0.04599 2.44248 -0.222 -0.445 -0.104 -1.578
C -1.03422 -0.93281 1.07357 -0.735 0.787 0.849 0.003
C 1.99012 2.48284 -2.54949 0.415 -0.537 0.341 0.977
C 3.03378 0.57450 -1.42829 0.010 0.400 -0.182 0.347
C -1.38911 3.27866 -3.54220 1.252 -0.338 0.308 0.490
C -5.15750 2.68458 -3.65509 0.310 -0.428 0.530 -0.271
C 4.27765 1.21439 -1.47965 -0.048 -0.116 0.045 0.268
C -6.09722 3.60205 -3.00896 -1.369 1.290 0.876 0.202
C 0.96968 -1.42498 2.63259 0.181 0.464 0.399 0.899
C -1.64078 -3.60659 3.39162 -1.108 -0.240 1.600 0.840
H -2.60048 -5.39087 4.03898 0.111 0.079 -0.106 0.333
H -2.51849 -5.19913 2.27399 0.024 -0.193 -0.120 0.330
H 1.52344 -2.02378 1.91008 0.114 -0.189 -0.158 -0.109
H -1.05674 -5.64973 3.19518 0.024 -0.194 -0.114 0.332
H -1.07047 -1.09237 3.17844 -0.198 -0.229 -0.143 0.417
H 0.85762 0.68182 3.15022 0.015 0.065 -0.039 0.339
H -0.66237 -3.61770 1.64127 0.052 -0.024 0.085 0.178
H 3.04931 -2.44555 5.27506 0.094 0.022 -0.046 0.419
H 0.72906 -2.85779 0.05501 -0.017 -0.026 -0.058 0.387
H -5.56227 2.37246 -4.61945 0.084 0.050 0.011 0.270
H 1.17637 0.38637 1.42986 -0.072 0.107 0.018 0.262
H 5.34628 2.97192 -2.09459 -0.144 -0.107 0.022 0.424
H -2.72336 1.88374 -2.94324 0.242 0.126 -0.004 0.209
H -5.03258 1.80139 -3.02714 -0.203 -0.079 -0.003 0.220
H 3.37818 4.09392 -3.02870 -0.069 -0.130 0.045 0.238
H 0.87816 -1.28475 4.79940 -0.169 -0.006 -0.012 0.371
H 0.94848 0.69888 -1.90067 0.117 0.149 -0.029 0.598
H 2.46436 0.16248 2.59394 -0.007 -0.025 0.064 0.467
H -0.85282 -3.58335 -0.33942 0.055 -0.193 -0.145 0.358
H 1.63443 4.99518 -3.84606 -0.344 0.083 -0.111 0.349
H 0.06305 -2.69977 -1.57106 -0.019 0.051 0.175 0.341
H 0.99127 -2.93385 4.19147 -0.267 -0.010 0.020 0.269
H 3.27706 -0.94747 4.36634 0.167 -0.069 -0.036 0.337
H -1.25788 -0.93567 -0.88450 -0.011 0.030 0.129 0.267
H 3.37106 -2.52011 3.53182 0.153 0.028 0.016 0.304
```
Positions in Å, forces in eV/Å.

***

ORCA calculation (ωB97M-V with the def2-TZVPD basis set) on a molecular structure, C21H25GeMnN2O2S3.

The calculation puts the largest force on an atom at 0.77 eV Å⁻¹. As for the expectation value of S²: 0.81. The calculation puts the gap between HOMO and LUMO (alpha / beta) at 7.0 / 7.7 eV. The total charge is +1. The multiplicity is 2.

XYZ file:
```
55
Properties=species:S:1:pos:R:3:forces:R:3:lowdin_spin:R:1
Ge 2.63431 0.00263 1.76348 0.058 0.051 0.074 -0.007
Mn -0.61848 0.00226 0.92539 0.403 -0.623 -0.217 1.132
S 0.62375 3.45686 -1.43438 0.009 0.009 0.040 0.000
S 0.92997 0.78684 -3.07934 0.055 0.066 -0.016 0.000
S 1.19125 2.47179 -4.35760 -0.039 -0.043 -0.009 0.000
O -1.51493 0.92550 -0.26962 -0.544 0.009 0.214 0.013
O -0.44720 1.14311 2.30634 -0.166 0.203 0.195 0.032
N -0.82632 -1.56898 -0.33080 0.056 0.046 0.191 -0.009
N -0.84244 -1.45026 2.18649 -0.160 0.124 -0.235 -0.020
C -1.18130 -0.10773 4.17872 -0.044 -0.170 0.001 -0.003
C -2.21190 0.69891 -1.39459 0.473 0.135 0.207 0.003
C 1.24244 0.08415 0.36304 -0.275 0.077 -0.293 -0.125
C -0.81057 1.10540 3.56943 0.184 0.117 -0.381 0.004
C -0.78966 -2.83046 1.65995 0.037 0.054 0.108 0.001
C -2.91541 -0.74242 -3.20641 -0.027 0.094 -0.048 0.000
C 2.29142 -1.33713 3.13902 -0.025 -0.084 0.063 0.000
C -1.48720 -1.65091 -1.42366 -0.073 0.073 -0.053 0.000
C -0.78016 2.28457 4.32897 -0.048 -0.047 0.181 -0.002
C -2.90508 1.76164 -1.96414 -0.059 -0.081 -0.196 0.000
C -2.20718 -0.55560 -2.01296 -0.005 -0.139 0.008 0.003
C -1.12750 -1.31912 3.44673 0.035 0.067 0.138 -0.001
C -1.51244 1.03115 6.27699 -0.018 -0.078 -0.004 -0.003
C -1.13720 2.23603 5.65493 0.028 0.061 -0.054 0.000
C 0.85775 2.47992 -2.66577 0.008 -0.014 -0.013 0.000
C 4.24519 -0.49162 0.78739 0.082 -0.032 -0.069 -0.007
C 2.80644 1.76098 2.56730 0.001 0.076 0.041 0.000
C -1.52686 -0.12612 5.54867 0.005 0.083 0.055 0.001
C -3.58428 1.55685 -3.15172 0.013 0.081 0.060 0.000
C -3.59672 0.30939 -3.77848 0.025 -0.077 0.013 0.001
C -0.22908 -2.76103 0.25496 -0.089 -0.037 -0.060 -0.001
H -0.48826 3.20741 3.84783 0.001 -0.001 -0.010 0.000
H 5.10269 -0.47806 1.46130 0.001 -0.005 -0.012 -0.001
H -1.78104 1.02297 7.32350 0.001 0.010 -0.001 0.000
H -1.80038 -3.24320 1.65079 -0.010 0.007 -0.038 0.000
H -2.88597 2.72634 -1.47750 0.009 -0.001 0.019 0.000
H 1.55480 -0.98714 3.86276 0.011 -0.013 -0.012 0.000
H 1.24194 1.10344 -0.04714 0.063 0.009 0.036 -0.005
H -2.91294 -1.71833 -3.67709 -0.003 0.000 0.005 0.000
H -1.52534 -2.60987 -1.94242 -0.012 -0.002 0.007 0.000
H -0.16478 -3.44418 2.30925 -0.022 -0.033 -0.002 0.000
H 1.43345 -0.62102 -0.44546 0.064 -0.002 0.014 -0.003
H 4.43995 0.20521 -0.02807 -0.009 0.007 0.013 0.000
H -1.80071 -1.06600 6.01242 -0.002 -0.005 -0.012 0.000
H -4.11546 2.38510 -3.60251 -0.007 -0.009 0.000 0.000
H 1.94048 1.99296 3.18531 0.006 0.012 0.001 0.000
H 4.15782 -1.49433 0.36672 0.000 0.003 0.010 0.000
H 1.96237 -2.28968 2.71981 0.005 0.013 0.003 0.000
H 0.85582 -2.64757 0.27370 0.002 0.036 0.036 0.000
H 3.69839 1.79715 3.19389 -0.004 -0.005 -0.003 0.000
H -1.30855 -2.23471 4.01026 -0.004 0.000 -0.005 -0.001
H -1.12690 3.14898 6.23662 0.001 -0.007 -0.001 0.000
H -0.47691 -3.65854 -0.31402 0.027 -0.008 -0.004 0.000
H -4.13708 0.17174 -4.70415 -0.003 0.002 0.003 0.000
H 3.22482 -1.52085 3.67308 -0.011 0.003 0.012 0.000
H 2.89818 2.52789 1.79771 -0.003 -0.007 -0.001 0.000
```
Positions in Å, forces in eV/Å.

***

Which value of largest force on an atom does entry 3 give?
0.77 eV Å⁻¹

***

The highest largest force on an atom belongs to which entry?
C21H25Cl2N5O3S

***

Which of these has the lowest multiplicity?
C21H25Cl2N5O3S

***

The highest largest force on an atom belongs to which entry?
C21H25Cl2N5O3S